Record 1
# C48H33BrHfN7O4SSe

A molecular structure, C48H33BrHfN7O4SSe in a non-equilibrium geometry (wB97M-V/def2-TZVPD, OMol25).

Kohn-Sham gap	6.041	eV
charge	+1
LUMO	-4.010	eV
calculated total energy	-216458.517	eV

The geometry in XYZ format:
```
96
Properties=species:S:1:pos:R:3:forces:R:3
Hf 0.055123 0.614388 1.164066 0.37 -0.67 0.47
C 0.223300 -2.087843 3.609132 0.26 -0.05 -0.03
O -0.591609 -1.145552 2.911844 -0.23 0.21 -0.34
C -1.871574 -1.529966 2.598107 -0.31 0.22 0.01
C -2.406511 -2.787553 2.797977 0.16 -0.04 0.06
C -3.726058 -3.029417 2.433455 -0.05 -0.01 -0.01
C -4.508981 -2.025881 1.885116 0.03 -0.08 0.02
C -3.976873 -0.760670 1.695326 0.14 0.10 0.02
C -2.653038 -0.509296 2.037667 -0.32 -0.35 0.37
N -1.993343 0.727200 1.882272 -0.83 0.75 -0.63
N -2.751290 1.697764 1.462206 -0.08 -0.16 1.05
C -2.307087 2.955005 1.372677 0.35 0.03 -0.10
C -0.971179 3.374216 1.712011 -0.62 0.28 0.06
O -0.009502 2.526914 1.844531 -0.44 1.16 0.17
C -0.736232 4.762207 1.912098 0.20 0.03 0.09
C -1.676576 5.681754 1.581413 0.02 -0.11 0.03
C -2.931340 5.313197 1.008118 -0.10 -0.15 -0.09
C -3.819087 6.284483 0.513962 0.03 0.00 0.03
C -5.002266 5.910936 -0.072090 -0.03 0.13 0.01
C -5.345228 4.556525 -0.144214 0.06 -0.10 0.02
C -4.502890 3.590476 0.357923 -0.01 0.00 -0.02
C -3.270105 3.948064 0.920083 0.02 0.11 0.02
H -0.257677 -2.378786 4.542503 -0.05 0.03 -0.02
H 0.412182 -2.965843 2.989847 -0.02 0.02 -0.04
H 1.156592 -1.574919 3.814575 -0.02 0.00 -0.01
H -1.814356 -3.581728 3.229854 0.00 0.02 0.00
H -4.140061 -4.016943 2.589023 -0.01 0.01 0.00
H -5.535488 -2.227600 1.612181 0.00 0.02 0.00
H -4.579623 0.044322 1.299775 0.00 -0.01 -0.03
H 0.233557 5.052134 2.295211 0.00 0.00 -0.01
H -1.474497 6.736295 1.728754 0.05 0.00 -0.05
H -3.540890 7.328488 0.593233 -0.04 0.01 -0.02
H -5.674033 6.659388 -0.470689 0.01 0.00 0.01
H -6.277071 4.262369 -0.609225 -0.01 0.01 0.04
H -4.770533 2.545469 0.302376 -0.02 -0.02 -0.04
Br 7.498287 -5.121865 3.822805 0.02 0.11 -0.08
C 7.524782 -3.519310 2.810372 0.01 -0.13 0.09
C 6.548841 -3.310495 1.847710 -0.03 0.00 -0.01
C 6.543341 -2.127809 1.132431 0.17 0.17 -0.10
C 7.529107 -1.165153 1.362449 -0.18 -0.63 0.50
C 8.539599 -1.422042 2.286507 -0.15 0.25 -0.11
C 8.524954 -2.586202 3.032692 -0.03 -0.12 0.05
N 7.649896 0.010173 0.586057 0.07 0.36 -0.49
N 6.694478 0.736166 0.283104 0.54 0.27 -0.14
C 5.414687 0.630106 0.863485 -0.61 -0.26 0.64
C 5.196962 0.523457 2.221275 0.38 0.17 -0.38
C 3.907850 0.485552 2.757062 -0.55 -0.07 -0.02
C 2.792080 0.535966 1.944475 1.15 0.04 0.08
O 1.554620 0.357074 2.398708 0.90 -0.06 0.24
C 2.995495 0.767316 0.552445 0.38 -0.05 0.02
N 1.881789 0.915089 -0.228332 0.34 -0.11 0.25
C 2.036295 1.051698 -1.529884 -0.21 0.03 -0.03
C 3.286932 1.082508 -2.154430 0.20 0.00 0.07
C 4.418714 0.966230 -1.388898 -0.16 0.03 -0.08
C 4.297728 0.802964 0.004900 -0.04 -0.06 0.14
H 5.800501 -4.066770 1.656183 0.00 -0.01 0.03
H 5.791410 -1.960331 0.372269 -0.02 -0.02 0.01
H 9.315298 -0.680665 2.428082 0.05 -0.04 -0.02
H 9.293785 -2.782473 3.766626 0.00 0.03 0.00
H 6.048447 0.471448 2.887311 -0.03 -0.06 0.01
H 3.767351 0.373571 3.824384 -0.01 -0.02 -0.01
H 1.130400 1.142511 -2.115128 0.00 -0.02 0.02
H 3.344950 1.201818 -3.226378 -0.03 0.01 0.00
H 5.407942 0.997883 -1.825794 -0.01 0.01 -0.03
Se -2.306121 0.601083 -1.215131 -0.26 -0.61 -0.73
N -0.897619 1.572455 -0.739453 0.18 0.04 -0.11
C -0.966158 2.746129 -1.379722 -0.19 -0.29 0.03
C -0.035615 3.805761 -1.272060 0.15 0.31 -0.05
C -0.271438 4.941810 -1.989984 0.21 -0.20 0.19
C -1.399326 5.075125 -2.846002 -0.33 -0.10 -0.23
C -2.301775 4.067318 -2.992844 0.04 0.31 -0.11
C -2.108327 2.876278 -2.250439 0.06 -0.36 0.26
N -2.921841 1.823575 -2.274030 -0.16 0.52 -0.25
H 0.834250 3.701320 -0.636692 -0.02 0.03 0.02
H 0.424943 5.767666 -1.921586 0.01 -0.01 0.02
H -1.527018 5.992080 -3.405518 0.01 0.01 0.03
H -3.157399 4.138436 -3.650157 0.01 0.04 0.01
C -4.852084 -5.876332 -6.118193 -0.11 0.01 -0.08
C -3.871133 -5.176362 -5.224294 0.21 0.10 0.16
O -3.693745 -3.991944 -5.178168 -0.13 -0.06 -0.07
S -2.970326 -6.337714 -4.181175 0.16 0.00 0.09
C -2.120331 -5.195496 -3.115521 -0.24 -0.15 -0.12
C -2.503432 -5.127695 -1.780109 0.06 0.03 -0.06
C -1.958055 -4.159026 -0.958588 0.04 0.00 0.02
C -1.021813 -3.254799 -1.468920 -0.11 -0.09 -0.08
C -0.594375 -3.378727 -2.792573 0.04 -0.01 -0.03
C -1.141462 -4.347263 -3.614845 0.01 0.00 0.07
C -0.574231 -2.168082 -0.658895 0.12 0.04 0.15
C -0.266581 -1.205355 0.024964 -0.31 -0.95 -0.79
H -4.854224 -5.405452 -7.099822 0.05 -0.01 0.01
H -5.847844 -5.757289 -5.687595 0.01 -0.01 0.02
H -4.633973 -6.939161 -6.200303 -0.01 0.00 -0.04
H -3.238721 -5.826514 -1.403905 -0.04 0.07 0.02
H -2.267060 -4.074540 0.075017 -0.02 0.02 0.00
H 0.165042 -2.708370 -3.173131 -0.04 0.04 0.00
H -0.824443 -4.436883 -4.643889 -0.02 0.03 -0.03
```
Forces are in eV/Å.

---

Record 2
# C41H35FN7NiO5SSe

A molecular structure, C41H35FN7NiO5SSe (wB97M-V/def2-TZVPD, OMol25).

Kohn-Sham gap (alpha / beta)	4.403 / 4.407	eV
charge	-1
multiplicity	3
LUMO (alpha / beta)	0.745 / 0.747	eV
calculated total energy	-183698.912	eV

The geometry in XYZ format:
```
92
Properties=species:S:1:pos:R:3:forces:R:3
Ni 1.840309 0.429261 1.066848 0.24 -0.13 0.24
C -2.233789 -5.111313 -2.233764 0.01 0.03 0.03
C -1.247321 -4.424036 -3.175354 -0.12 -0.01 0.07
C -1.832222 -4.147316 -4.555455 0.01 0.11 0.00
C -2.993335 -3.161184 -4.460558 0.05 0.06 0.09
C -2.646108 -1.971382 -3.592718 0.03 -0.18 -0.03
C -3.390313 -0.811985 -3.659198 0.10 0.13 -0.07
C -3.061283 0.274272 -2.858138 0.60 -0.22 -0.60
F -3.830568 1.383419 -2.942414 0.28 0.48 -0.21
C -1.995056 0.251373 -2.008649 0.42 0.15 -0.17
C -1.224287 -0.910523 -1.926255 0.16 0.15 -0.07
C -0.076232 -0.943422 -0.996173 -0.14 -0.21 -0.16
O 0.043172 -0.022322 -0.186820 0.37 0.63 0.02
C 0.783145 -2.082471 -1.115971 0.11 0.16 0.14
C 0.368519 -3.131286 -1.863111 -0.27 -0.10 -0.11
N -0.779967 -3.166490 -2.590990 0.16 0.08 -0.08
C -1.555426 -2.023575 -2.702546 -0.03 -0.09 -0.16
C 2.095288 -2.266003 -0.363376 0.16 0.01 0.37
O 2.712154 -3.307973 -0.616016 -0.05 0.40 0.12
O 2.442328 -1.356942 0.462569 -0.14 -0.52 -0.77
H -2.553565 -6.068797 -2.651412 -0.01 0.03 0.01
H -3.116024 -4.488882 -2.062097 0.07 -0.05 -0.01
H -1.758525 -5.292402 -1.268560 -0.03 -0.01 -0.02
H -0.371224 -5.061348 -3.277274 0.11 0.01 -0.03
H -2.163205 -5.084024 -5.007559 0.02 0.01 0.00
H -1.041664 -3.732080 -5.187937 -0.05 -0.02 0.02
H -3.874024 -3.663742 -4.048160 0.00 0.00 -0.02
H -3.271435 -2.812024 -5.456545 -0.03 -0.01 0.00
H -4.226776 -0.733564 -4.346591 0.03 -0.01 0.06
H -1.737172 1.097164 -1.380868 0.01 -0.11 -0.17
H 0.988961 -4.021613 -1.871200 -0.06 0.02 0.01
C -5.493650 -0.340264 -1.390658 -0.08 0.00 -0.02
C -4.307266 -0.588607 -0.490895 -0.42 -0.24 0.24
C -3.725906 0.459612 0.220001 -0.13 -0.03 0.35
C -2.653569 0.243666 1.071605 -0.08 -0.01 0.04
C -2.143207 -1.038092 1.222674 -0.32 -0.26 0.16
C -2.694114 -2.091300 0.504385 -0.04 0.10 0.08
C -3.769840 -1.862850 -0.344192 -0.19 0.10 0.11
S -0.861976 -1.470504 2.399733 0.10 0.17 0.15
O -1.573601 -1.866028 3.600004 0.00 0.15 -0.07
O -0.102314 -2.499079 1.747345 0.15 -0.09 -0.11
N 0.057773 -0.180338 2.585810 -0.29 0.58 0.39
C -0.336151 0.868464 3.410508 0.08 -0.26 0.03
C -1.466188 0.971778 4.230667 0.28 -0.12 -0.26
C -1.678329 2.068514 5.082498 -0.06 -0.04 -0.02
C -0.796624 3.107005 5.166569 -0.04 0.09 0.06
C 0.347895 3.079855 4.344590 0.11 -0.10 -0.17
C 1.321046 4.103597 4.377921 0.01 0.00 0.00
C 2.431640 4.016302 3.591316 -0.01 0.10 0.10
C 2.551965 2.925415 2.714351 0.24 0.11 -0.11
N 1.648812 1.982676 2.620595 -0.57 -0.05 -0.05
C 0.566410 1.997365 3.450548 0.01 0.06 0.02
H -6.265608 0.229944 -0.868398 0.01 -0.04 0.02
H -5.933529 -1.281370 -1.726436 0.01 0.00 0.05
H -5.204305 0.235678 -2.276707 -0.56 -0.30 0.51
H -4.117335 1.465230 0.098822 0.00 -0.02 0.00
H -2.198921 1.072969 1.599107 -0.03 -0.04 -0.01
H -2.260500 -3.079416 0.615482 -0.05 0.04 -0.01
H -4.202453 -2.686546 -0.903071 -0.01 0.00 0.02
H -2.175217 0.162099 4.240652 -0.04 -0.08 0.03
H -2.565532 2.071911 5.707652 0.02 -0.04 -0.05
H -0.952173 3.937852 5.848293 0.03 -0.08 -0.07
H 1.170347 4.946090 5.046390 0.02 -0.06 -0.01
H 3.211604 4.767001 3.618889 -0.03 -0.04 -0.01
H 3.414228 2.826147 2.058404 -0.11 0.01 0.08
C 3.439362 -0.114590 3.883512 0.15 0.19 -0.18
C 4.315363 0.401592 2.768895 -0.07 -0.04 -0.03
C 5.687994 0.560367 2.790687 0.13 0.10 0.05
C 6.068215 0.961546 1.484857 0.13 0.06 0.05
C 4.906379 1.024052 0.737640 -0.01 0.07 0.07
C 4.809183 1.290870 -0.735481 -0.21 0.08 0.18
N 3.829414 0.709457 1.523359 0.01 -0.38 -0.04
H 3.909071 -0.975582 4.360939 0.02 0.01 0.02
H 2.474764 -0.446775 3.504859 -0.07 -0.06 0.01
H 3.253704 0.638195 4.660684 -0.01 -0.03 -0.06
H 6.336320 0.382176 3.642417 -0.08 -0.01 -0.13
H 7.070319 1.151730 1.112319 -0.14 -0.04 0.06
H 5.797625 1.195010 -1.186490 0.00 0.04 -0.01
H 4.425454 2.297006 -0.978217 0.06 -0.14 0.03
H 4.149211 0.558887 -1.204210 0.05 -0.02 -0.03
Se 2.083639 0.891464 -4.086121 0.08 -0.47 -0.47
N 1.892483 2.648495 -4.137574 0.07 -0.09 0.06
C 1.767191 3.010095 -2.881186 -0.05 0.11 0.36
C 1.629907 4.359093 -2.442044 -0.03 0.01 -0.13
C 1.467302 4.553080 -1.122585 -0.07 0.17 0.22
C 1.456734 3.443332 -0.211036 -0.14 0.11 0.24
N 1.645931 2.203495 -0.522839 0.19 -0.29 -0.47
C 1.792845 1.954449 -1.876460 0.07 0.29 -0.04
N 1.975187 0.744938 -2.344539 -0.14 -0.08 0.15
H 1.660095 5.174972 -3.151480 -0.02 -0.05 -0.05
H 1.349823 5.551231 -0.722920 -0.02 -0.03 0.09
H 1.268715 3.637853 0.834853 0.07 0.11 0.06
```
Forces are in eV/Å.

---

Record 3
# C15H20N4O3

A molecular structure, C15H20N4O3 in a non-equilibrium geometry (wB97M-V/def2-TZVPD, OMol25).

Kohn-Sham gap	9.174	eV
charge	0
LUMO	0.366	eV
calculated total energy	-27968.987	eV

The geometry in XYZ format:
```
42
Properties=species:S:1:pos:R:3:forces:R:3
C 6.081034 -2.936599 0.328887 -1.51 -0.37 -0.52
C 6.603309 -1.656192 -0.446955 -1.50 -4.08 -2.69
H 7.678954 -1.374418 -0.355423 -0.86 -0.51 0.05
H 6.241541 -1.710015 -1.531799 1.39 -0.80 0.75
O 5.844122 -0.684195 0.003233 -2.56 7.49 4.41
C 4.526522 -0.312484 -0.188165 3.44 0.58 -0.68
O 3.867070 -0.953450 -0.897691 -2.62 -1.65 -1.73
C 4.047693 1.030780 0.387499 0.87 -1.90 5.00
N 2.655444 1.297508 0.079813 1.88 -7.27 4.58
N 2.378107 2.093616 -0.746584 -3.12 6.97 -4.46
N 1.003342 2.285568 -0.797802 1.06 -3.35 1.19
C 0.546641 1.249073 -0.028590 8.35 -0.47 1.11
N 1.717071 0.447648 0.599985 -2.87 5.12 -2.56
C -0.708714 0.883220 0.333257 -3.73 1.67 -4.31
C -1.748003 1.408950 -0.554860 -2.79 -0.85 3.39
C -3.133717 1.060816 -0.103697 3.77 3.08 -4.98
C -3.373511 -0.044628 0.756204 -4.92 3.95 -0.45
C -2.428941 -0.564112 1.513969 6.60 5.93 -6.10
C -0.968104 -0.072728 1.169247 -4.57 -5.72 6.32
H -0.320141 -0.621896 1.910261 0.12 1.18 -1.44
H -2.721729 -1.264782 2.064433 -1.33 -5.83 5.22
O -4.782523 -0.192029 1.176695 3.98 -0.55 -0.10
C -5.802280 0.242537 0.341501 -2.83 -10.46 4.33
C -6.245742 -0.812322 -0.653876 1.64 -0.57 -4.04
C -5.126286 -0.762764 -2.167389 0.39 -10.23 13.85
H -4.893436 0.061618 -2.400380 3.20 11.28 -3.42
H -4.162441 -1.457353 -1.523131 -2.20 2.60 -2.22
H -5.398515 -1.472335 -2.728401 -2.60 -4.69 -4.98
C -6.505071 -2.281647 -0.116709 3.67 2.41 -6.43
H -7.188280 -2.247689 0.582183 -3.54 -0.42 3.57
H -6.694359 -2.841966 -1.055178 -0.78 -0.01 0.85
H -5.552717 -2.627130 0.132328 1.38 -0.77 1.32
H -7.086682 -0.452188 -1.243499 -0.63 0.18 0.72
H -5.688833 1.006487 -0.146625 1.23 8.90 -4.28
H -6.640110 0.097611 1.025085 -0.34 1.58 0.24
H -3.772784 1.804679 -0.774202 0.23 -2.43 1.99
H -1.439501 2.185741 -1.321320 -0.90 -1.07 1.09
H 4.669359 1.895081 0.488129 0.46 0.60 -1.62
H 4.139959 0.878385 1.601272 -0.89 -0.22 -2.62
H 6.137490 -2.759375 1.402325 1.04 -0.14 0.10
H 6.649151 -3.849076 -0.033050 -1.13 0.80 0.76
H 4.824311 -3.026459 0.351519 3.53 0.04 -1.20
```
Forces are in eV/Å.